(1)
# C4H6N2O

One molecule with the formula C4H6N2O (the ωB97M-V functional and the def2-TZVPD basis, OMol25).

XYZ file:
```
13
Properties=species:S:1:pos:R:3:forces:R:3
N 1.95003 0.29924 0.12394 -0.07 -0.06 -0.22
C 1.25517 -0.51948 -0.61119 0.09 0.24 0.36
C 0.04450 -1.03874 0.04373 -0.16 0.13 -0.03
O 0.22327 -2.34257 0.39146 0.12 -0.02 -0.06
C -1.16396 -0.46754 0.23721 0.19 -0.08 -0.02
C -1.49669 0.90097 -0.13221 0.12 0.01 -0.06
N -0.63696 1.76691 -0.52153 -0.38 -0.05 0.09
H 2.81007 0.69229 -0.23933 -0.14 -0.11 0.04
H 1.62280 0.69994 1.00237 -0.04 -0.07 -0.13
H 1.03548 -2.64352 -0.04606 -0.12 -0.05 0.08
H -1.96263 -1.10931 0.60091 0.12 0.10 -0.06
H -2.57205 1.12744 -0.07529 0.19 0.03 -0.03
H -1.10902 2.63438 -0.77401 0.07 -0.07 0.04
```
Positions in Å, forces in eV/Å.

## Properties
ΔE to the lowest compared entry with this formula, charge and spin: 77.2 kcal per mole
orbital gap: 8.76 eV

(2)
# C4H14N3S

A 2-piece molecular cluster, C4H14N3S overall at a distorted geometry (the ωB97M-V functional and the def2-TZVPD basis, OMol25).

XYZ file:
```
22
Properties=species:S:1:pos:R:3:forces:R:3
C -0.82654 2.58676 -0.65225 0.00 2.55 -0.01
C 0.49475 -1.38609 -2.02378 3.44 1.58 -1.68
C 0.48834 -0.97126 2.10219 0.23 -1.58 1.80
C -0.64396 0.07996 -0.32245 -2.75 2.11 0.21
N -0.40074 1.27820 -0.89725 0.30 -3.23 0.34
N -0.22961 -1.08885 -0.81520 -2.57 -1.98 0.73
N 0.56966 0.22679 1.36288 0.81 -0.97 -1.84
S -2.33220 -0.11027 0.36581 0.63 -0.65 -0.22
H 0.01232 3.23982 -0.28717 -0.60 -0.56 -0.65
H -1.23908 2.93864 -1.60606 0.27 0.52 0.32
H -1.59597 2.76239 0.07289 -0.53 -0.65 0.47
H 1.41689 -0.66606 -2.23983 -1.86 -0.91 1.07
H 1.07060 -2.30054 -1.82641 -0.71 -0.09 -0.53
H 0.02247 -1.31121 -3.04888 -0.38 -0.56 1.53
H 1.20162 -1.00894 2.89485 1.20 0.12 0.53
H -0.39907 -1.01801 2.74610 -0.47 -0.35 -1.11
H 0.74797 -1.81533 1.49396 -0.66 -0.68 -0.29
H 0.49177 1.22525 -1.26956 1.97 0.36 -1.38
H -0.94924 -1.84439 -0.48687 2.24 1.44 -1.01
H 1.53610 0.40536 1.11080 0.13 -0.14 -0.47
H 0.40555 0.87761 2.03031 -1.06 3.34 2.09
H -2.51314 0.99092 1.08769 0.37 0.34 0.11
```
Positions in Å, forces in eV/Å.

## Properties
ΔE to the lowest compared entry with this formula, charge and spin: 78.9 kcal per mole
orbital gap: 10.90 eV
charge: +1

(3)
# C2H9NO

A 2-piece molecular cluster, C2H9NO overall at a distorted geometry (the ωB97M-V functional and the def2-TZVPD basis, OMol25).

XYZ file:
```
13
Properties=species:S:1:pos:R:3:forces:R:3
N 1.03395 0.23072 -1.76131 1.30 -1.72 1.29
C 1.26498 -0.90503 -0.86044 1.58 -0.19 0.24
C -0.29566 0.61694 -1.44003 -1.46 1.10 -1.69
H 1.21995 -0.22008 -2.66629 -0.92 1.04 0.03
H 1.14722 -0.60285 0.19380 0.07 -0.10 -0.42
H 2.30942 -1.22105 -1.02128 -0.34 -0.19 0.34
H 0.60302 -1.76540 -1.05585 -0.01 0.18 0.06
H -1.00236 -0.20940 -1.62536 -0.21 0.22 0.19
H -0.55336 1.45658 -2.10725 -0.37 -0.17 0.39
H -0.41031 0.95017 -0.39483 0.37 -0.18 -0.43
O -1.71489 0.22702 4.02468 -0.17 1.02 0.67
H -2.18885 1.05013 3.76758 0.52 -0.87 0.32
H -1.41311 0.39223 4.94658 -0.34 -0.14 -1.00
```
Positions in Å, forces in eV/Å.

## Properties
ΔE to the lowest compared entry with this formula, charge and spin: 19.6 kcal per mole
orbital gap: 9.83 eV
SMILES: CNC.O

(4)
# C6H9Cl2N2

An isolated ion of composition C6H9Cl2N2 and charge +1 at a distorted geometry (the ωB97M-V functional and the def2-TZVPD basis, OMol25).

XYZ file:
```
19
Properties=species:S:1:pos:R:3:forces:R:3
C 0.47294 1.62534 2.54278 1.75 -0.01 -2.11
C -1.51147 2.13141 1.52359 1.32 0.81 1.68
C -1.34288 1.10066 0.53246 0.32 -1.79 -3.37
C 0.17806 0.82378 0.23533 -0.54 0.56 -1.31
C -0.34513 -0.94029 -1.58333 2.65 1.40 0.76
C 0.65831 -0.49164 -0.47384 -0.02 0.37 -0.08
N -0.61158 2.33039 2.48286 -3.79 1.16 -0.22
N 0.87587 0.94112 1.44323 1.65 1.09 4.23
Cl -2.86237 3.11710 1.38617 0.37 -0.03 0.33
Cl 0.62369 2.31000 -0.79619 0.22 -0.60 0.21
H 1.16131 1.87198 3.41171 -0.72 -1.16 -1.14
H -1.82153 0.15368 0.75481 -0.32 -0.24 0.70
H -1.84777 1.37256 -0.46127 0.75 -0.15 1.51
H -0.90992 -1.52233 -0.97249 -2.75 -1.77 0.89
H 0.07322 -1.56899 -2.33826 0.42 -0.08 -0.54
H -0.84698 -0.08498 -1.95872 -0.58 0.49 -0.74
H 1.73723 -0.38453 -0.74265 -0.91 0.30 -0.10
H 0.64843 -1.29122 0.28065 0.05 0.33 0.08
H 1.86889 0.76937 1.52506 0.14 -0.67 -0.78
```
Positions in Å, forces in eV/Å.

## Properties
ΔE to the lowest compared entry with this formula, charge and spin: 0.0 kcal per mole
orbital gap: 8.97 eV
charge: +1
SMILES: CC[C@@]1(Cl)CC(Cl)=NC=[NH+]1

(5)
# H29O14

A 14-piece molecular cluster, H29O14 overall at a distorted geometry (the ωB97M-V functional and the def2-TZVPD basis, OMol25).

XYZ file:
```
43
Properties=species:S:1:pos:R:3:forces:R:3
O 1.74717 -1.78895 -0.97130 -0.11 -0.87 -1.23
H 2.48166 -0.75197 1.48331 -2.16 -1.42 -0.02
O -2.64207 2.15514 0.54325 -1.21 1.39 -1.68
H -2.70819 2.24503 1.48305 -0.11 0.12 0.91
H -3.30205 2.78904 0.13640 1.11 -1.00 0.96
O 3.12402 0.11600 0.19077 1.21 -0.73 -0.75
H 3.61787 -3.53251 2.20797 0.83 -0.35 -0.21
H 3.48065 -0.35573 -0.69554 -1.37 1.75 2.65
O -0.30096 -0.55170 0.85214 0.50 0.96 -1.15
H -0.75265 -0.05317 0.04859 -0.37 -0.56 1.52
H -0.22458 -0.17692 1.77257 -0.41 0.05 -1.46
O 3.76761 -0.01939 -2.08539 0.51 0.27 -1.87
H 3.66275 0.78179 -2.61512 -0.16 0.11 0.33
H 4.23430 -0.60098 -2.67671 0.35 -0.58 -0.35
O -1.75183 0.34159 -1.07197 0.15 2.13 -0.02
H -2.71607 0.28429 -1.11570 -0.53 -2.04 0.08
H -1.90497 1.25912 -0.70528 1.31 -0.32 0.02
O -0.99382 0.99325 4.11264 1.61 0.06 0.13
H -1.45277 0.75566 4.92337 -0.15 -0.08 0.03
H -0.04300 1.06222 4.39595 -1.39 -0.04 -0.38
O -4.36870 -0.43617 -0.53669 -0.71 -0.52 -0.20
H -4.66370 0.31875 -1.02696 0.06 1.56 -0.34
H -5.06802 -0.99746 -0.90321 0.40 -0.91 0.51
O -2.46299 -1.68820 2.19677 -0.16 -1.12 0.73
H -1.84410 -2.18902 2.78103 -0.54 1.12 -0.83
H 1.13524 -1.16643 -1.39120 0.14 -0.08 -0.21
O 1.66647 -1.40741 1.60357 2.12 -0.04 -1.57
H 2.13067 -2.27383 1.23181 -1.44 2.57 1.34
H 0.78600 -0.89409 0.68434 -0.41 -0.70 1.99
O 3.58694 -2.58912 2.05835 1.91 0.57 -0.84
H 2.87659 0.99150 -0.11369 0.07 0.17 0.02
H -0.38034 -0.43998 -3.93668 -0.47 -0.38 -1.18
O 0.16117 -0.38951 -3.16922 0.68 0.23 0.81
H -2.12991 -0.81788 1.97790 0.21 -0.26 0.33
H -0.27920 0.29670 -2.66186 -0.16 0.14 0.40
O 1.71522 3.37414 0.17333 1.28 -1.79 1.14
H 1.62872 4.31156 0.12395 0.03 1.08 0.04
H 2.42109 3.18798 0.85773 -1.25 0.61 -1.14
O -3.71882 0.90935 -2.99498 0.95 -1.01 1.32
H -2.93282 0.32192 -3.04105 -0.79 0.55 -0.07
H -3.84513 1.23559 -3.86147 -0.30 0.59 -1.47
H 1.95346 -2.37752 -1.72069 -0.23 0.18 0.45
H 4.30908 -2.23264 1.45593 -1.02 -1.41 1.26
```
Positions in Å, forces in eV/Å.

## Properties
ΔE to the lowest compared entry with this formula, charge and spin: 113.3 kcal per mole
orbital gap: 10.67 eV
charge: +1

(6)
# C17H29N3O6PS

A 2-piece molecular cluster, C17H29N3O6PS overall at a distorted geometry (the ωB97M-V functional and the def2-TZVPD basis, OMol25).

XYZ file:
```
57
Properties=species:S:1:pos:R:3:forces:R:3
C 1.53969 3.21242 3.25594 0.49 0.38 -0.15
C 1.48961 3.86775 1.88247 -0.11 -0.94 1.03
C 1.76919 5.21194 1.86417 0.34 0.94 0.77
C 1.81137 5.94310 0.71294 0.00 0.45 -0.19
C 1.55480 5.28994 -0.46686 0.18 1.04 -0.81
C 1.28497 3.95942 -0.45677 -0.34 -1.38 -1.18
C 1.22746 3.20040 0.69235 -0.21 -0.05 0.70
C 0.95544 1.70310 0.65970 -0.14 0.57 0.72
C -0.35744 1.21992 0.05751 -1.35 -1.53 -2.45
C -0.37345 -0.29456 -0.45176 1.21 -0.16 1.32
C 0.95007 -1.06548 -0.26662 0.02 -0.51 -1.60
C 1.86530 -0.74300 -1.49654 -0.10 0.18 0.42
C 0.64779 -2.58614 -0.30901 -0.13 1.39 0.47
C -0.94290 1.98803 -1.14449 -0.12 1.26 0.38
N -2.36186 1.54694 -1.22791 0.54 -0.91 0.53
C -2.70533 1.27185 0.06664 0.74 -0.29 -1.60
N -3.94654 1.02390 0.39665 0.41 -0.39 0.45
O -4.95261 1.05572 -0.53014 0.10 0.20 0.06
N -1.62963 1.25057 0.91751 -0.85 1.62 1.72
P -1.85772 2.56020 2.04662 -0.18 0.57 0.65
O -1.77644 3.90470 1.47927 0.25 0.17 -0.30
H 1.86315 2.17227 3.23000 -0.23 -0.01 0.12
H 2.29535 3.74987 3.83413 -0.04 -0.15 0.03
H 0.61584 3.34148 3.82421 -0.04 -0.20 -0.11
H 1.99332 5.72807 2.79291 -0.05 -0.18 0.05
H 2.05432 6.99696 0.72471 -0.04 -0.01 0.03
H 1.58591 5.83929 -1.40054 -0.01 -0.12 -0.01
H 1.11011 3.44858 -1.40105 0.14 0.19 -0.02
H 1.81523 1.24122 0.17173 -0.40 -0.22 -0.28
H 0.98856 1.33279 1.68740 0.04 -0.14 -0.11
H -0.60555 -0.32551 -1.51729 0.00 -0.05 0.05
H -1.14252 -0.86983 0.07434 -0.07 0.27 0.02
H 1.47492 -0.85192 0.66552 -0.27 0.19 0.02
H 1.92937 -1.63017 -2.12876 0.25 0.09 0.02
H 1.44170 0.04565 -2.12728 0.07 0.02 0.11
H 2.86356 -0.40830 -1.20650 0.02 -0.23 -0.09
H 1.60768 -3.09935 -0.29257 -0.29 -0.41 -0.03
H 0.06788 -2.78698 -1.21194 0.20 -0.33 0.02
H 0.02804 -2.81278 0.56395 0.19 -0.45 -0.08
H -1.05439 3.04518 -0.88904 0.47 0.00 -0.23
H -0.42452 1.87324 -2.09236 -0.05 -0.13 0.06
H -2.49731 0.76169 -1.85991 -0.43 0.31 -0.21
H -4.19496 0.79459 1.35127 -0.31 -0.13 -0.21
H -4.74791 0.36408 -1.17923 -0.23 -0.06 0.09
H -0.99898 2.27109 3.11509 -0.02 -0.30 -0.22
H -3.17080 2.34465 2.53145 0.35 -0.57 0.01
C 0.13176 -7.09538 -0.23324 -0.41 -0.12 0.22
C 0.04451 -8.04704 -1.40656 0.50 -0.22 0.03
O -0.46371 -7.24348 -2.48045 -0.24 0.35 0.24
S 0.06734 -5.74201 -2.32604 0.06 -0.62 0.31
O 1.20399 -5.56837 -3.15125 0.03 0.36 -0.09
O -1.04578 -4.86319 -2.37809 -0.02 0.14 -0.20
O 0.56851 -5.85394 -0.80431 0.09 -0.14 -0.28
H -0.84652 -6.93646 0.22521 0.01 -0.03 0.00
H 0.83570 -7.43134 0.52351 0.14 0.19 -0.07
H -0.61596 -8.88808 -1.21575 -0.17 0.11 -0.18
H 1.03038 -8.41728 -1.69497 -0.01 -0.01 0.04
```
Positions in Å, forces in eV/Å.

## Properties
orbital gap: 8.23 eV
charge: +1

LUMO: 0.53; -2.77; 0.89; -6.11; -2.46; -3.33 (eV)
M: 98.10; 136.24; 63.10; 180.06; 253.22; 434.48 (u)